# 1
The following is a quantum chemistry calculation of a cluster of 3 separate species, C12H18IN3O8 in total in a non-equilibrium geometry, from the Open Molecules 2025 dataset.

SMILES: N#CO[C@]1(CC(=O)I)OC(=O)O[C@H]1O.CN(C)C=O.CN(C)C=O
Gap between HOMO and LUMO (eV): 9.25
DFT total energy (eV): -41678.372

XYZ file:
```
42
C12H18IN3O8, DFT ωB97M-V/def2-TZVPD
O -0.13876 2.13491 4.57057
N 1.90379 -1.90738 -4.24542
H -0.66965 0.76791 -3.32899
O -4.23198 0.43583 3.28929
H -0.19451 2.54826 5.49004
H -0.14771 3.04208 -0.46348
H -0.12878 -2.32099 -4.39815
H 0.29586 -0.98594 -3.30135
C -2.98355 0.33455 3.82472
H 3.90794 -2.55310 -4.23522
C -0.21347 -2.14851 4.38579
H 0.58921 -2.67713 -2.79934
C 2.09760 -1.07813 -5.32978
O 1.86013 0.96478 4.31879
H 3.12092 -2.42062 -2.64146
O -2.18100 1.44838 0.57810
C -1.41423 1.47970 -2.96120
H 3.13328 -1.09717 -5.70754
O 1.23939 -0.37736 -5.85054
H -1.26436 2.45025 -3.44300
H 0.44409 1.36799 -0.35005
N -0.75540 -2.89137 5.32941
O 3.01550 -0.44326 2.54401
H -1.68990 1.76385 2.50156
C -1.72679 0.61926 2.81274
C 0.02148 2.11841 -1.02498
H 2.69418 -3.76223 -3.74369
O -0.01230 -1.41003 3.12147
C -2.25500 1.33978 -0.63907
N -1.24653 1.63578 -1.53150
I -2.87878 -0.14266 5.95598
O 0.68442 0.61959 2.31692
C 0.43887 0.76790 4.65390
H -1.97917 0.03848 1.80076
C 0.58846 -1.98290 -3.64414
H -3.17452 0.98142 -1.13078
C 1.98880 0.29746 2.98580
C 2.97441 -2.70650 -3.68710
H 0.26006 0.27688 5.70368
C -0.27571 0.05296 3.32201
H -2.41435 1.10979 -3.20279
H 0.71805 2.30908 -1.84599
```


# 2
The following is a quantum chemistry calculation of an isolated molecule of C12H18N2O2 in a non-equilibrium geometry, from the Open Molecules 2025 dataset.

SMILES: CC1(C)[C@H]2CC[C@]1(C)[C@@]1(C2)NC(=O)NC1=O
Gap between HOMO and LUMO (eV): 10.34
Energy relative to the best compared isomer or geometry (same formula, charge and spin) (kcal per mole): 4.15
DFT total energy (eV): -19811.791

XYZ file:
```
34
C12H18N2O2, DFT ωB97M-V/def2-TZVPD
C 0.95257 -0.12828 -1.59081
C -0.18807 1.72906 1.69575
C 0.58985 -0.25488 -0.07239
H 1.48727 -1.04929 1.79172
H 2.64777 -0.72218 0.51466
N -1.05346 -1.98289 -0.89709
C 0.13924 1.06174 -2.05397
H 1.44639 3.18709 0.15537
H 0.70362 -0.97855 -2.19760
O -1.21031 -0.99732 2.44514
C -1.44784 -3.04121 -0.11344
H -0.26172 2.84081 1.67125
C 0.38979 1.25764 0.33902
C -0.61249 1.48204 -0.78952
H 0.82789 1.88287 -2.36408
C -1.30742 -1.42284 1.31040
H 2.17512 1.89798 -0.64116
H -1.06805 2.49143 -0.88438
O -1.04447 -4.16520 -0.32096
C 1.64683 -1.08030 0.72153
H -2.33430 0.23067 -1.42416
H 1.59101 -2.09942 0.38770
H 2.04462 0.06069 -1.74108
H -0.54438 0.82296 -2.86148
C -1.70338 0.36781 -0.53705
N -1.77116 -2.69452 1.16321
H -1.64441 -3.32758 1.92262
H -2.41527 0.71293 0.24043
H 0.42932 1.39154 2.51405
C -0.86390 -0.81446 -0.03794
C 1.65641 2.13976 0.25474
H 2.32468 2.03697 1.11090
H -1.21613 1.37366 1.88322
H -0.36562 -2.20871 -1.59461
```


# 3
The following is a quantum chemistry calculation of a structure of composition C12H18N2O4Ti in a non-equilibrium geometry, from the Open Molecules 2025 dataset.

Charge: -2
Gap between HOMO and LUMO (alpha / beta) (eV): 2.52 / 2.84
DFT total energy (eV): -47010.058
Spin multiplicity: 5
<S²>: 6.03

XYZ file:
```
37
C12H18N2O4Ti, DFT ωB97M-V/def2-TZVPD
H -1.05512 -4.00808 -0.17267
H 0.40130 2.68832 1.48550
O -0.74014 -2.06725 -0.76139
H 3.76195 1.24226 -1.07071
N 1.43914 0.39958 -3.09498
C 1.85026 -0.86037 -2.69211
H 3.30485 -0.39165 1.17351
C 0.40054 0.71551 2.19929
H -2.01768 -2.16281 1.97545
H -0.62377 0.61306 2.52591
O -3.51972 -2.64787 0.65814
H -4.42067 2.32963 0.74886
H 1.94939 2.41606 -2.68630
Ti 0.54323 -0.00674 -0.37439
O -4.51168 0.48516 -0.15090
C 2.81852 -0.63794 -1.77571
C 2.24114 1.52160 1.19698
H 0.83516 0.53566 -3.89296
H 1.40176 -1.71096 -3.18378
C 2.11442 1.36896 -2.47958
H 1.10894 -1.29536 2.46863
C 2.45208 0.16848 1.52767
H 2.89303 2.23844 0.71995
N 0.95756 1.85705 1.62578
C 3.00891 0.77364 -1.68693
O -1.61307 1.11536 -0.88131
C -3.76367 1.49213 0.51426
C -0.96376 -3.02363 0.28627
C 1.33311 -0.30159 2.11009
H -3.48445 1.19368 1.52473
H -2.33234 -3.82342 1.81376
C -2.24311 -2.91442 1.21891
H -1.87022 2.47890 0.60875
C -2.44965 1.98532 -0.17148
H -2.65344 2.85238 -0.79979
H -0.03910 -3.26691 0.80963
H 3.48628 -1.35218 -1.31709
```


# 4
The following is a quantum chemistry calculation of a structure of composition C12H18N4O5PS2, from the Open Molecules 2025 dataset.

Charge: +1
Gap between HOMO and LUMO (eV): 4.80
Energy relative to the best compared isomer or geometry (same formula, charge and spin) (kcal per mole): 0.00
DFT total energy (eV): -59883.236

XYZ file:
```
42
C12H18N4O5PS2, DFT ωB97M-V/def2-TZVPD
C 0.34918 -1.82470 -0.78049
H 3.12482 -2.86390 0.34765
O -0.13334 -3.37865 5.16211
H -0.07286 -2.78826 -0.53337
O 1.83485 -4.62907 4.27719
H -1.97001 2.02453 -5.48903
P -1.12172 -1.04453 2.97388
H -1.07188 -0.09193 1.92021
C -1.58535 2.15317 -4.48776
H 1.52340 -2.50285 6.61658
C -0.43530 1.39553 -2.53397
O 1.59106 -0.09921 2.63465
H 3.07969 -0.21253 0.05556
H -1.56690 4.58167 -2.27176
H 1.49089 -3.27549 0.94802
C 2.13922 -0.36448 -0.45465
N 1.54566 -1.54891 -0.25129
H -3.47098 4.61226 -4.07983
H -1.29229 -1.13356 -1.94151
S 1.24318 -3.41884 4.74454
H -0.74360 0.21044 -4.31564
C -0.90639 1.15786 -3.82122
H -0.32497 2.87471 -0.95779
C -1.35058 3.59982 -2.66923
O 2.11686 -2.94637 5.99532
N -1.80162 3.34576 -3.91136
C 1.52841 0.60596 -1.21552
N -2.35448 -0.96300 3.89266
S 0.93528 -0.87089 3.70063
H 2.02167 1.55895 -1.34516
N 1.52406 -2.31362 3.61221
H 2.30068 -1.82182 1.58098
C 2.18082 -2.47170 0.71797
H -2.79417 4.04710 -5.62310
H -1.93948 5.29396 -4.68991
C 0.27887 0.34463 -1.76684
H -0.96470 -2.23074 2.20905
C -2.55494 4.40045 -4.62572
C -0.31090 -0.89488 -1.55612
O 0.79938 -0.27951 5.00573
H -2.17885 -0.88341 4.88585
C -0.66266 2.64604 -1.95953
```


The lowest DFT total energy belongs to which entry?
C12H18N4O5PS2


DFT total energy of number 2 (C12H18N2O2)?
-19811.791 eV